1.
Computed, not measured: C5H9NS as an isolated structure at a distorted geometry, with ωB97M-V with the def2-TZVPD basis set.

Results
highest occupied orbital energy: -0.30733 hartree
charge: 0
E: -648.7840 Ha
orbital gap: 9.317 eV
energy relative to the best compared isomer or geometry (same formula, charge and spin): 1.882 eV

Each line ends with the Mulliken charge.
Element x y z (Å)
C 0.13991 -1.00437 -0.23786  -0.28
C -0.63101 -0.05654 -1.10094  -0.27
C -0.30902 1.28196 -0.52236  -0.58
C -0.37499 0.89756 0.97704  -0.84
C -0.70419 -0.70512 0.95649  -0.39
H 2.09123 -1.28028 0.66769  0.23
H 2.21298 -0.80433 -0.89523  0.23
H 0.01513 -2.05579 -0.57822  0.31
H -0.71555 -0.36481 -2.14355  0.49
H -0.99411 2.07481 -0.85452  0.30
H 0.68411 1.67948 -0.83732  0.27
H -0.94826 1.54766 1.60632  0.36
H 0.68869 1.06717 1.13712  0.41
H -0.67377 -1.03738 1.90974  0.65
N 1.62809 -0.64744 -0.00690  -0.61
S -2.10923 -0.59259 -0.07751  -0.27


2.
Computed, not measured: one molecule with the formula C4H7NO2, with ωB97M-V with the def2-TZVPD basis set.

Results
highest occupied orbital energy: -0.35040 hartree
charge: 0
structure (SMILES): O=C1NCCCO1
E: -361.8502 Ha
orbital gap: 10.367 eV
energy relative to the best compared isomer or geometry (same formula, charge and spin): 0.834 eV

Each line ends with the Mulliken charge.
Element x y z (Å)
C -0.59660 -1.18332 0.44214  -0.41
C -1.06491 -0.04230 -0.45552  -0.63
C -0.20563 1.20318 -0.15219  -0.45
N 0.98604 0.70415 0.50779  -0.25
C 1.53967 -0.42428 -0.10400  0.44
O 0.74952 -1.50553 0.07680  -0.32
O 2.55104 -0.49639 -0.74962  -0.55
H -0.66571 -0.90637 1.50116  0.29
H -1.15209 -2.10470 0.27207  0.35
H -2.12889 0.15847 -0.31458  0.38
H -0.91148 -0.35979 -1.49332  0.28
H -0.71168 1.90298 0.51815  0.39
H 0.03191 1.74501 -1.08281  0.25
H 1.57882 1.30888 1.03394  0.24


3.
Computed, not measured: C9H21CeINOP2S as an isolated structure at a distorted geometry, with ωB97M-V with the def2-TZVPD basis set.

Results
highest occupied orbital energy (alpha / beta): -0.55759 / -0.55775 hartree
charge: +2
E: -2338.6443 Ha
orbital gap (alpha / beta): 6.651 / 6.704 eV
spin multiplicity: 2

Each line ends with the Mulliken charge.
Element x y z (Å)
C -3.92497 -0.84690 -3.24699  -0.83
I -1.87141 -0.36263 -2.65428  0.25
H -4.44258 -1.30416 -2.40506  0.33
H -3.80634 -1.52520 -4.08760  0.33
H -4.36321 0.09990 -3.54815  0.34
Ce -0.50840 -0.23523 0.17058  0.77
P 0.60659 -2.70177 -0.63849  0.57
C 1.72071 -3.01105 -2.06814  -1.18
C 1.73170 -3.39397 0.62472  -1.24
H 2.01802 -4.41271 0.33895  0.40
H -0.18937 -5.00125 -0.92067  0.38
H 1.25144 -3.39626 1.60460  0.40
H -1.31982 -4.00771 0.06581  0.38
H 2.64564 -2.42879 -1.90506  0.38
H 2.62365 -2.76297 0.68860  0.39
C -0.65847 -4.01020 -0.81632  -1.13
H 1.96288 -4.09129 -2.10394  0.41
H -1.27917 -3.80435 -1.70314  0.36
H 1.23959 -2.69012 -3.00453  0.37
P -0.98712 2.56363 0.58860  0.65
C -0.44014 3.98625 -0.39535  -1.20
C -2.77657 2.91867 0.81886  -1.18
H -0.49961 2.41812 2.96875  0.42
H -0.66991 4.09925 2.41315  0.41
H 0.80463 3.16378 2.07322  0.38
C -0.27837 3.11479 2.16691  -1.29
H -3.22344 2.20461 1.53265  0.39
H -2.91156 3.94681 1.19737  0.39
H -0.84856 4.90824 0.05445  0.41
H -0.77472 3.89758 -1.43740  0.38
H -3.30332 2.81457 -0.14621  0.37
H 0.66124 4.02290 -0.36757  0.39
C 0.72543 0.72456 -1.70119  0.13
O 1.21821 1.13925 -2.66261  -0.05
S 2.08424 0.29226 0.94266  -0.23
C 2.28329 0.40271 2.60528  0.35
N 2.54933 0.53486 3.75421  -0.41


4.
Computed, not measured: C23H25CeN8O5S2 as an isolated structure at a distorted geometry, with ωB97M-V with the def2-TZVPD basis set.

Results
highest occupied orbital energy (alpha / beta): -0.49474 / -0.49505 hartree
charge: +2
E: -2976.8980 Ha
orbital gap (alpha / beta): 8.409 / 8.421 eV
spin multiplicity: 2
energy relative to the best compared isomer or geometry (same formula, charge and spin): 1.339 eV

Each line ends with the Mulliken charge.
Element x y z (Å)
Ce -0.19228 0.21263 -0.19523  0.02
N -0.10258 -0.34297 2.27337  -0.23
C 1.21842 0.28173 2.50017  0.33
C 1.92222 -0.18497 3.79237  -0.89
C 2.04192 -1.70147 3.99127  -1.07
C 2.69952 -2.48807 2.85377  -0.13
N 4.05372 -2.03147 2.60017  -0.09
C 4.66462 -1.88877 1.42847  0.69
N 5.95512 -1.55437 1.41807  -0.43
N 4.05852 -2.18537 0.27577  -0.26
C 2.14672 0.01223 1.26757  0.41
O 3.28792 0.43163 1.27037  -0.69
O 1.64602 -0.74487 0.34187  -0.52
H -0.83038 0.12923 2.82057  0.31
H -0.05828 -1.31277 2.60027  0.19
H 1.09292 1.37723 2.56087  0.38
H 1.37712 0.20883 4.65227  0.47
H 2.91412 0.26843 3.80077  0.42
H 1.05682 -2.13937 4.16597  0.44
H 2.61842 -1.86127 4.90537  0.40
H 2.10512 -2.41817 1.94187  -0.04
H 2.73662 -3.54237 3.15177  0.38
H 4.59322 -1.83367 3.43287  0.27
H 6.45172 -1.33117 2.26457  0.19
H 6.42682 -1.35887 0.54987  0.21
H 3.05222 -2.04747 0.20137  0.10
H 4.55872 -1.97377 -0.57443  0.27
N -1.30898 -1.91897 -3.98413  -0.02
C -0.56038 -0.93867 -4.60253  0.41
C -0.37868 -0.54407 -5.92403  -1.08
C 0.43772 0.54813 -6.14353  -0.50
C 1.06732 1.24533 -5.10053  -0.92
C 0.90512 0.85903 -3.78723  -0.50
C 0.08522 -0.24537 -3.55633  0.89
N -0.26508 -0.81697 -2.35773  0.09
C -1.11638 -1.80017 -2.64533  0.32
C -1.75418 -2.53197 -1.56013  -0.41
C -2.58558 -3.62267 -1.59953  -0.31
S -3.11388 -4.04467 -0.03283  -0.08
C -2.19458 -2.74747 0.59737  -0.30
N -1.53728 -2.04797 -0.28333  0.28
H -1.90938 -2.57887 -4.45693  0.24
H -0.86348 -1.05707 -6.73873  0.43
H 0.59432 0.88343 -7.15733  0.42
H 1.67982 2.09913 -5.34613  0.44
H 1.37112 1.37863 -2.94493  0.41
H -2.90468 -4.19387 -2.44753  0.42
H -2.19348 -2.51987 1.65027  0.42
O -3.77008 0.76823 2.23597  -0.64
C -3.29798 1.44463 1.34957  0.08
N -2.26508 1.03553 0.55797  0.12
S -1.64338 2.28163 -0.24973  1.66
O -1.47558 1.84213 -1.63173  -0.59
O -0.28778 2.42043 0.32757  -0.61
C -2.86098 3.49473 0.13347  0.59
C -3.06388 4.77853 -0.31313  -0.77
C -4.22378 5.41853 0.11327  -0.58
C -5.11338 4.78283 0.96677  -0.49
C -4.86738 3.50123 1.44497  -0.62
C -3.72938 2.84423 1.00457  0.22
H -2.35808 5.26403 -0.96703  0.49
H -4.42918 6.41973 -0.23353  0.42
H -6.01438 5.29773 1.26127  0.43
H -5.54938 3.01993 2.12907  0.52


5.
Computed, not measured: C15H35FeN2O8P as an isolated structure at a distorted geometry, with ωB97M-V with the def2-TZVPD basis set.

Results
highest occupied orbital energy (alpha / beta): 0.00450 / 0.01604 hartree
charge: -2
E: -2909.1028 Ha
orbital gap (alpha / beta): 4.457 / 4.141 eV
spin multiplicity: 5
energy relative to the best compared isomer or geometry (same formula, charge and spin): 0.608 eV

Each line ends with the Mulliken charge.
Element x y z (Å)
Fe -1.18791 14.88524 -27.80363  0.82
C -3.57003 14.77129 -31.61695  -1.30
C -4.12070 15.99380 -30.92935  1.45
C -5.64277 16.04501 -31.18698  -1.25
C -6.34723 17.06649 -30.30103  -0.76
C -6.01419 16.73987 -28.83912  -1.37
C -4.52059 16.67898 -28.52724  1.68
N -3.86039 15.89485 -29.52285  0.27
O -2.52579 15.59672 -29.25585  0.57
C -4.42606 15.99106 -27.15125  -2.11
C -3.97785 18.11556 -28.37231  -1.64
C -3.48881 17.25645 -31.56234  -1.60
H -3.93604 13.85227 -31.14846  0.40
H -2.48289 14.72375 -31.56117  -0.25
H -3.84962 14.71777 -32.67769  0.44
H -6.11695 15.08148 -30.99157  0.35
H -5.73248 16.37614 -32.22958  0.43
H -7.43462 17.00840 -30.42718  0.36
H -6.06062 18.09583 -30.54184  0.35
H -6.49467 15.77597 -28.62637  0.38
H -6.49734 17.45613 -28.16339  0.46
H -4.63401 14.92826 -27.31161  0.29
H -5.19356 16.37815 -26.47593  0.34
H -3.43406 16.05307 -26.70543  0.42
H -2.89138 18.07011 -28.27111  -0.04
H -4.41197 18.65931 -27.52925  0.47
H -4.18971 18.72903 -29.25750  0.33
H -2.41373 17.24915 -31.36276  -0.02
H -3.93351 18.17748 -31.20604  0.35
H -3.56815 17.18354 -32.65864  0.51
P -0.30164 14.44157 -25.35025  0.66
O -1.70101 14.99935 -25.91525  -0.54
O -0.53578 13.13033 -24.60179  -0.91
O 0.44295 15.50431 -24.55039  -0.89
O 0.42212 14.17026 -26.74813  -0.57
C -1.47248 10.56595 -28.76432  -1.55
C -0.94218 11.96239 -28.50044  0.57
C -0.36250 12.54874 -29.77373  -0.86
O 0.02195 13.88779 -29.61492  -0.03
C 0.33610 14.49092 -30.83217  -0.83
N -1.95206 12.87177 -27.90933  -0.42
H -2.46024 10.53447 -29.23430  0.35
H -1.46232 9.91216 -27.89108  0.38
H -0.79492 10.03088 -29.45722  0.35
H -0.17624 11.85454 -27.72888  0.28
H -1.18317 12.48841 -30.52195  0.31
H 0.46093 11.93206 -30.16267  0.27
H 0.45892 15.55688 -30.66932  0.11
H -0.46869 14.34751 -31.57004  0.28
H 1.24494 14.05085 -31.27497  0.30
H -1.98228 12.62080 -26.91371  0.34
H -2.89545 12.65326 -28.22993  0.16
C 0.09126 17.78798 -28.98510  0.14
C 1.47840 18.33642 -29.20742  -1.09
O 2.29748 17.51161 -30.00514  -0.57
O 0.10275 16.63422 -28.17707  -0.12
H -0.44602 17.64051 -29.92966  -0.09
H -0.54530 18.59470 -28.56931  0.20
H 1.92362 18.52691 -28.21319  0.40
H 1.45201 19.33785 -29.64609  0.42
H 2.46305 16.69870 -29.51517  0.37
H 0.87513 16.67975 -27.59538  0.24


6.
Computed, not measured: C45H34BrN6O4Ti as an isolated structure, with ωB97M-V with the def2-TZVPD basis set.

Results
highest occupied orbital energy: -0.37225 hartree
charge: +1
E: -5788.0946 Ha
orbital gap: 6.130 eV

Each line ends with the Mulliken charge.
Element x y z (Å)
Ti -0.26097 0.88987 -0.13058  -0.52
O 3.73822 2.09177 -1.44971  -0.76
C 4.33472 0.87141 -1.40110  0.35
C 5.63373 0.77105 -1.89159  -0.61
C 6.30584 -0.43480 -1.84970  -0.48
C 5.70033 -1.56105 -1.30156  -0.78
C 4.41206 -1.45783 -0.81288  -0.67
C 3.70326 -0.25624 -0.87387  -0.28
C 2.27261 -0.29147 -0.38981  1.60
O 1.63894 0.94714 -0.28339  -0.57
N 1.46911 -1.12536 -1.34099  -0.43
N 0.34355 -0.50350 -1.77919  0.74
C -0.16327 -0.83844 -2.90613  -0.72
C -1.34177 -0.19950 -3.46627  0.30
Br -1.83498 1.44717 -2.64873  -0.09
C -2.06273 -0.65242 -4.49349  -0.53
C -1.76625 -1.86628 -5.27967  0.33
C -2.77310 -2.81296 -5.46460  -0.55
C -2.52589 -3.96053 -6.20009  -0.53
C -1.28045 -4.16134 -6.77950  -0.46
C -0.28457 -3.20738 -6.62843  -0.66
C -0.52483 -2.06379 -5.88217  -0.25
H 2.91317 2.01984 -0.93988  0.42
H 6.09903 1.66228 -2.29121  0.47
H 7.31623 -0.49443 -2.23191  0.40
H 6.23299 -2.49997 -1.24489  0.42
H 3.93502 -2.32357 -0.36244  0.45
H 2.24080 -0.79648 0.57962  -0.14
H 2.02813 -1.53197 -2.08374  0.49
H 0.29071 -1.63723 -3.48671  0.48
H -2.95393 -0.09895 -4.77040  0.50
H -3.75088 -2.64952 -5.02747  0.45
H -3.31011 -4.69380 -6.33178  0.40
H -1.09263 -5.05175 -7.36410  0.40
H 0.67671 -3.34561 -7.10496  0.40
H 0.24070 -1.30076 -5.80257  0.54
O -2.61074 3.92303 5.33447  -0.60
C -3.27956 4.12947 4.31187  -0.11
O -4.34983 4.70069 4.08594  -0.67
C -2.72695 3.43146 3.07271  0.22
C -3.16997 2.16304 2.68197  -0.97
C -2.62585 1.56783 1.56939  0.71
N -1.65733 2.16275 0.84611  0.45
C -1.26154 3.40508 1.18302  0.87
C -1.77364 4.06534 2.27338  -0.97
C -0.27743 3.96791 0.23714  0.26
C 0.07685 5.30566 0.18412  -0.83
C 0.93816 5.72506 -0.81588  -0.67
C 1.40757 4.80394 -1.73999  -1.20
C 1.01598 3.48593 -1.61314  -0.49
N 0.20371 3.07231 -0.63857  0.94
C -3.04003 0.25656 1.02528  0.59
C -4.18144 -0.40884 1.44364  -0.86
C -4.50587 -1.62208 0.86238  -0.76
C -3.68067 -2.13811 -0.12364  -1.20
C -2.56297 -1.41454 -0.49188  -0.39
N -2.24935 -0.23904 0.05563  1.06
H -3.93142 1.66651 3.26698  0.44
H -1.43653 5.05849 2.53652  0.46
H -0.32879 6.00759 0.89761  0.48
H 1.22922 6.76474 -0.88066  0.46
H 2.07214 5.09190 -2.54115  0.48
H 1.36953 2.72927 -2.30122  0.79
H -4.81269 0.02463 2.20499  0.50
H -5.39351 -2.15535 1.17462  0.46
H -3.89141 -3.08393 -0.60145  0.53
H -1.88785 -1.79099 -1.24813  0.61
N -0.01532 -0.13690 1.33450  0.40
C 0.29707 -0.68694 2.43925  -0.27
C 0.82009 -2.07250 2.47128  0.60
C 0.53539 -2.95084 1.42512  0.33
C 1.06362 -4.22862 1.42787  -0.85
C 1.89207 -4.63409 2.46873  -0.50
C 2.18405 -3.76327 3.50810  -0.93
C 1.64455 -2.48589 3.51625  -0.53
C 0.05334 0.07021 3.68487  0.19
C 0.30629 1.44333 3.71500  -0.10
C -0.07850 2.19394 4.80888  -0.41
C -0.73911 1.58622 5.87036  -0.41
C -0.96993 0.21843 5.85518  -0.96
C -0.56673 -0.54597 4.76981  -0.41
H -0.10454 -2.61938 0.61758  0.28
H 0.83140 -4.91363 0.62293  0.44
H 2.30790 -5.63303 2.46938  0.43
H 2.83242 -4.07828 4.31439  0.44
H 1.87572 -1.80192 4.32209  0.54
H 0.80834 1.90859 2.87366  0.29
H 0.09744 3.26025 4.83173  0.35
H -1.09685 2.19099 6.69102  0.42
H -1.48578 -0.25110 6.68209  0.42
H -0.77023 -1.60950 4.74376  0.51